(1)
Here is a structure of composition C14H11I2MnN3OSe from the OMol25 dataset. Energies are from the ωB97M-V functional and the def2-TZVPD basis.

Results
HOMO energy (alpha / beta) = -0.278 / -0.282 Eh
Spin multiplicity = 6
LUMO level (alpha / beta) = -0.52 / -0.61 eV

Last column: Mulliken spin population.
Cartesian coordinates (Å):
I (5.34718, 1.95303, 2.63052)  0.001
I (3.83547, 0.67296, -3.04334)  0.000
Se (-0.73254, 5.21705, -0.74068)  0.049
Mn (0.03328, 0.34952, -0.62181)  4.764
O (1.50773, -0.80359, -1.39266)  0.066
N (-0.24923, -0.84317, 1.18010)  0.044
N (-1.91704, -0.61946, -1.28634)  0.053
N (-0.19969, 2.33172, -0.74252)  -0.029
C (4.34562, 1.09403, -0.09285)  -0.006
C (-4.56306, -0.38314, -0.51982)  0.011
C (2.22383, -0.44932, 0.82051)  0.015
C (-1.27159, -1.80768, 0.72742)  -0.023
C (-4.13927, 0.11081, -1.74142)  -0.011
C (3.05355, 0.20303, 1.72671)  -0.002
C (4.10420, 0.97536, 1.27106)  0.023
C (-3.64603, -1.00854, 0.31490)  -0.018
C (1.14521, -1.39161, 1.30549)  -0.036
C (2.41946, -0.30626, -0.57833)  -0.036
C (-0.40770, 3.48633, -0.74628)  0.071
C (3.52070, 0.46036, -1.00205)  0.044
C (-2.80082, -0.01168, -2.07823)  0.021
C (-2.33698, -1.12098, -0.11369)  -0.014
H (-4.82299, 0.60622, -2.41528)  -0.001
H (-1.80427, -2.32706, 1.52805)  0.005
H (1.37038, -1.63514, 2.34572)  0.000
H (-3.94221, -1.40322, 1.27723)  0.000
H (5.17036, 1.69621, -0.44839)  -0.001
H (-0.76512, -2.54426, 0.10435)  0.000
H (2.88775, 0.08500, 2.79102)  0.000
H (-5.59561, -0.27618, -0.21494)  0.001
H (-2.41401, 0.39405, -3.00441)  -0.004
H (1.17711, -2.30686, 0.71667)  -0.003
H (-0.53369, -0.39756, 2.04328)  0.016

Atoms 1-2, force components in eV/Å:
0.001 0.005 0.003
0.003 0.011 -0.026



(2)
Here is an isolated molecule of C5H6 in a non-equilibrium geometry from the OMol25 dataset. Energies are from the ωB97M-V functional and the def2-TZVPD basis.

Results
HOMO energy (alpha / beta) = -0.307 / -0.307 Eh
LUMO level (alpha / beta) = -0.95 / -0.95 eV

Last column: Mulliken charge in e.
Cartesian coordinates (Å):
C (0.60539, -1.99151, -0.59149)  -0.441
C (0.18622, 0.44391, 0.51411)  0.144
C (0.28828, -0.51630, -0.40687)  0.169
C (0.25535, -0.95937, -1.69704)  -0.580
C (-0.63125, 1.66240, 0.41840)  -1.179
H (1.63576, -2.33768, -0.61523)  0.243
H (0.03340, 2.51838, 0.33980)  0.287
H (-1.30627, 1.77382, 1.25251)  0.353
H (0.55590, 0.20356, 1.49127)  0.349
H (-1.30184, 1.72354, -0.30549)  0.431
H (-0.32095, -2.52073, -0.39998)  0.225

Atoms 1-2, force components in eV/Å:
-0.274 2.451 -0.667
-1.030 -0.956 -0.212



(3)
Here is an isolated molecule of C3H4N2O2S in a non-equilibrium geometry from the OMol25 dataset. Energies are from the ωB97M-V functional and the def2-TZVPD basis.

Results
HOMO energy = -0.337 Eh
LUMO level = 0.22 eV
SMILES = CC1=NOC(=S)NO1

Last column: Mulliken charge in e.
Cartesian coordinates (Å):
S (2.70436, 0.00038, 0.07715)  -0.308
O (-1.08292, 1.12089, -0.26839)  -0.273
O (0.31307, -1.14875, -0.18568)  -0.149
N (-1.05514, -1.17379, 0.04981)  -0.350
N (0.27913, 1.04709, 0.17203)  -0.185
C (1.07735, -0.07160, -0.06730)  0.340
C (-1.69265, -0.07967, -0.10957)  0.681
C (-3.08649, -0.02982, 0.17947)  -0.910
H (-3.49600, 0.65838, -0.60163)  0.300
H (0.62426, 2.03695, -0.01665)  0.292
H (-3.50737, -1.02003, 0.33653)  0.313
H (-3.08899, 0.51484, 1.11148)  0.249

Atoms 1-2, force components in eV/Å:
-0.616 -0.285 -0.385
0.031 -0.672 -0.657



(4)
Here is a cluster of 11 separate species, C4H30O11 in total in a non-equilibrium geometry from the OMol25 dataset. Energies are from the ωB97M-V functional and the def2-TZVPD basis.

Results
HOMO energy = -0.390 Eh
LUMO level = 0.25 eV
SMILES = CC[C@H](C)O.O.O.O.O.O.O.O.O.O.O

Last column: Mulliken charge in e.
Cartesian coordinates (Å):
O (-3.46058, 0.38935, -1.07944)  -0.703
O (2.27836, 2.44460, -0.82280)  -0.803
O (1.02122, -0.70993, -3.24237)  -0.810
O (2.61889, -1.11085, 1.29162)  -0.601
O (-0.85502, 0.49257, -1.72270)  -0.815
O (2.04284, 1.48380, 1.67425)  -0.781
O (-1.33843, -0.43637, 3.10066)  -0.692
O (0.16128, 2.85564, -2.40712)  -0.715
O (0.72193, -2.14761, 2.84961)  -0.792
O (3.04802, -0.00008, -1.61785)  -0.822
O (-3.47532, -0.36844, 1.48173)  -0.675
C (-0.80220, -1.18850, -0.03981)  0.628
C (-0.31292, 0.22767, -0.43642)  2.100
C (-0.82766, 1.29180, 0.51953)  -1.643
C (-0.02747, -2.26777, -0.80088)  -1.646
H (-0.19708, -2.17755, -1.85581)  0.517
H (0.00333, -1.48693, 2.97354)  0.422
H (-0.29052, -3.27474, -0.46455)  0.447
H (2.22106, 2.23042, 0.13454)  0.436
H (1.09721, -0.12166, -4.04452)  0.289
H (-0.21325, 3.65418, -2.11518)  0.293
H (1.09422, -2.15235, -0.56490)  0.135
H (-4.25640, 0.08313, 1.82041)  0.305
H (0.75646, 0.28940, -0.55550)  -0.572
H (-0.55290, 1.11226, 1.59575)  0.176
H (2.98075, -0.52051, -0.85091)  0.275
H (3.40509, -1.35093, 1.71146)  0.250
H (0.29730, -2.98972, 2.52854)  0.323
H (2.41419, -0.30534, -2.24629)  0.451
H (1.00911, 2.68664, -1.83774)  0.429
H (-0.64025, -1.32240, 1.04154)  -0.695
H (-1.79048, -0.44838, 3.99977)  0.289
H (1.20387, 1.40096, 2.15255)  0.296
H (-1.84474, -1.33577, -0.26986)  0.453
H (1.90295, -1.55825, 1.82264)  0.363
H (2.36043, 0.59588, 1.51124)  0.457
H (0.23289, -0.32236, -2.72080)  0.400
H (-0.56613, 1.42345, -2.04481)  0.482
H (2.64665, 1.61755, -1.15605)  0.425
H (-3.36057, -0.11178, 0.58593)  0.207
H (-2.53450, 0.44369, -1.39462)  0.377
H (-1.89929, 1.38387, 0.48086)  0.569
H (-3.80211, -0.19289, -1.69795)  0.315
H (-2.11027, -0.48246, 2.48477)  0.413
H (-0.35997, 2.27669, 0.22793)  0.241

Atoms 1-2, force components in eV/Å:
1.042 1.568 1.350
-0.205 0.500 0.266



(5)
Here is a structure of composition C20H27AuBN7O from the OMol25 dataset. Energies are from the ωB97M-V functional and the def2-TZVPD basis.

Results
HOMO energy (alpha / beta) = -0.417 / -0.421 Eh
Spin multiplicity = 2
LUMO level (alpha / beta) = -3.22 / -4.26 eV
Net charge = +1

Last column: Mulliken spin population.
Cartesian coordinates (Å):
Au (-0.15106, -0.18554, 0.48794)  0.539
O (0.42015, -1.57557, 2.10897)  0.053
N (-1.29750, 1.33160, -0.36529)  0.180
N (-2.66682, -0.38685, 1.77148)  -0.021
N (-2.23463, 1.76441, 0.51693)  -0.036
N (1.54362, -2.19042, 2.42846)  -0.001
N (-0.95939, 1.43556, 2.66888)  -0.025
N (0.25450, 1.27727, 2.06554)  0.129
N (-2.06064, -1.18511, 0.84080)  0.133
C (2.30385, -1.67944, 3.41605)  0.014
C (-0.77165, 2.00883, 3.87531)  -0.005
C (-0.46062, 1.80278, -2.62985)  0.003
C (-2.91012, 2.78292, -0.04695)  -0.010
C (-4.54291, -0.52662, 3.41845)  0.001
C (1.89968, -3.32508, 1.79807)  0.016
C (0.58814, 2.21161, 4.04476)  0.002
C (2.63571, 1.70210, 2.49709)  -0.006
C (3.52603, -2.23846, 3.71168)  -0.006
C (3.96049, -3.35245, 3.00747)  0.014
C (1.19287, 1.74178, 2.87511)  0.009
C (-3.64749, -1.09621, 2.37234)  -0.006
C (-2.64163, -2.37243, 0.86117)  0.002
C (3.11653, -3.91236, 2.05856)  -0.007
C (-2.39190, 2.99020, -1.31419)  0.002
C (-3.66073, -2.36172, 1.81975)  0.006
C (-1.36913, 2.05101, -1.47857)  0.000
C (-2.19622, -3.47182, -0.03918)  -0.003
C (-4.01286, 3.49490, 0.65723)  0.000
C (-1.88569, 2.35857, 4.80108)  0.001
B (-2.31467, 1.12609, 1.93949)  0.018
H (-1.23881, -3.22570, -0.49915)  0.001
H (-4.33733, -3.16220, 2.06526)  0.000
H (3.38614, -4.80782, 1.51801)  0.000
H (1.86816, -0.82512, 3.91462)  0.000
H (-2.92064, -3.64138, -0.83624)  -0.001
H (-2.48414, 1.48446, 5.05522)  0.000
H (0.24710, 1.00682, -2.39713)  0.002
H (-2.71926, 3.72660, -2.02753)  0.001
H (1.07051, 2.67354, 4.88929)  0.000
H (-2.09070, -4.40520, 0.51359)  0.000
H (-3.64970, 3.98618, 1.56011)  0.000
H (2.83902, 2.36990, 1.65971)  0.000
H (-3.97767, -0.19232, 4.28814)  0.000
H (1.16566, -3.70358, 1.10297)  0.000
H (4.92809, -3.78883, 3.20859)  0.001
H (-1.47792, 2.77053, 5.72149)  0.000
H (-2.55109, 3.10068, 4.36029)  0.000
H (-4.80560, 2.80489, 0.94532)  0.000
H (-1.02577, 1.50761, -3.51361)  0.000
H (-4.43800, 4.25254, 0.00325)  0.000
H (-5.10702, 0.32471, 3.03848)  0.000
H (2.93765, 0.69505, 2.20291)  0.001
H (-5.24933, -1.28580, 3.74655)  0.001
H (0.10466, 2.70045, -2.87834)  0.000
H (4.11979, -1.79519, 4.49765)  0.000
H (-3.19088, 1.63407, 2.56254)  0.000
H (3.25736, 2.01431, 3.33412)  0.000

Atoms 1-2, force components in eV/Å:
0.129 -0.203 0.340
-0.191 -0.395 -0.093



(6)
Here is a structure of composition H20O10Sr in a non-equilibrium geometry from the OMol25 dataset. Energies are from the ωB97M-V functional and the def2-TZVPD basis.

Results
HOMO energy = -0.672 Eh
LUMO level = -6.17 eV
Net charge = +2

Last column: Mulliken charge in e.
Cartesian coordinates (Å):
Sr (-0.08261, -0.04287, 0.01232)  1.470
O (-0.55461, -2.15187, 1.51932)  -0.517
O (-1.59661, -0.02387, -2.17768)  -0.416
O (0.54939, 0.28713, 2.61932)  -0.364
O (-2.69461, -0.66687, 0.39432)  -0.531
O (-0.15461, 2.30813, -1.01968)  -0.417
O (1.61439, 0.14413, -2.13368)  -0.536
O (0.00539, -2.40087, -1.79668)  -0.443
O (2.05939, -1.35487, 0.45332)  -0.472
O (2.15439, 1.64113, 0.60032)  -0.497
O (-1.58761, 1.69613, 1.27632)  -0.455
H (-1.83461, -0.58887, -2.92068)  0.221
H (-3.19661, 0.05513, 0.78132)  0.298
H (0.26539, -2.48187, -2.70068)  0.262
H (2.81939, -1.24387, 1.03132)  0.259
H (-0.87161, 2.57513, -1.55368)  0.209
H (0.48739, 3.02413, -1.14668)  0.242
H (1.01239, 0.32313, -2.88768)  0.332
H (-3.11961, -0.79087, -0.42968)  0.260
H (1.48739, 0.12713, 2.88432)  0.253
H (-2.15761, 1.55513, 2.02432)  0.267
H (0.25739, -2.65187, 1.56232)  0.268
H (-1.19861, 2.55013, 1.39432)  0.237
H (0.23339, 0.89613, 3.25832)  0.235
H (-0.08261, -3.28787, -1.53668)  0.253
H (2.14239, 0.94413, -2.09168)  0.258
H (1.96239, -2.30387, 0.43132)  0.228
H (3.00439, 1.56513, 0.18332)  0.286
H (-2.40861, 0.42513, -1.98068)  0.276
H (2.28739, 1.75913, 1.56332)  0.268
H (-0.80161, -1.88587, 2.38632)  0.266

Atoms 1-2, force components in eV/Å:
0.174 -0.306 -0.310
0.013 -0.093 -1.794